Record 1
The following is a DFT calculation (ωB97M-V with the def2-TZVPD basis set) of 11 unconnected molecules or ions with the total composition C22H60F6NO14S2.

Properties
Electronic energy, Ha: -3377.71069
Net charge: -1
M, g mol⁻¹: 740.837
Energy above the lowest of the compared OMol25 structures with the same formula, charge and spin, kcal per mole: 84.2
HOMO level, eV: -6.6
Gap between HOMO and LUMO, eV: 8.5
Strongest force on any atom, eV/Å: 4.4

XYZ file:
```
105
Properties=species:S:1:pos:R:3:forces:R:3
C -18.0901 -8.3054 -11.2895 -0.9 -0.7 1.7
F -16.8985 -8.6215 -11.7054 1.1 -0.2 -0.5
F -18.5526 -7.2812 -11.9873 -0.1 0.2 0.0
F -18.9149 -9.3634 -11.4842 0.4 0.5 0.0
S -18.1013 -7.8743 -9.4210 -1.2 1.2 -0.1
O -17.4122 -6.5388 -9.3695 -1.1 -3.5 0.1
O -19.5562 -7.8928 -9.1193 2.7 0.1 -0.8
N -17.2468 -9.2467 -8.7639 -2.3 2.6 -2.1
S -17.5122 -9.1646 -7.2174 1.2 0.3 3.1
O -16.3107 -8.7041 -6.5685 0.6 -0.7 0.2
O -18.6706 -8.4741 -6.6808 -0.1 -1.2 -0.9
C -17.6520 -11.0343 -6.6379 0.9 1.8 -4.0
F -16.4465 -11.6727 -6.8847 -1.6 0.6 1.3
F -18.0515 -10.9753 -5.4171 0.3 -0.9 1.5
F -18.5674 -11.6773 -7.3951 0.2 -0.1 0.5
C -16.7366 -1.2504 -11.4709 0.4 -1.2 2.4
C -17.9096 -1.5003 -12.3264 -0.1 -1.1 0.4
O -17.8805 -0.4930 -13.2332 -0.5 1.8 -2.7
H -15.8150 -1.6148 -11.9248 0.0 0.4 -0.2
H -16.8984 -1.8868 -10.6009 0.4 -0.3 0.3
H -16.6287 -0.2631 -11.0217 -0.1 0.2 -0.6
H -18.8997 -1.5471 -11.8729 0.1 0.1 0.8
H -17.7819 -2.4834 -12.7796 0.1 -0.3 -0.3
H -18.5487 -0.6801 -13.8966 0.0 0.3 -0.3
C -17.4275 -13.7433 -12.1149 0.2 0.3 1.1
C -16.4099 -13.7531 -10.9464 -0.3 -0.1 -0.4
O -15.6377 -12.5672 -10.8921 0.3 -0.4 -0.6
H -16.8939 -13.8116 -13.0629 0.0 0.0 0.0
H -17.9955 -12.8131 -12.0985 -0.1 0.0 -0.1
H -18.1211 -14.5772 -12.0066 0.0 -0.1 -0.1
H -15.8126 -14.6476 -11.1229 0.7 0.3 0.1
H -16.7859 -13.8580 -9.9287 -0.9 -0.4 -0.2
H -16.2534 -11.9092 -10.5612 0.2 0.4 0.1
C -12.5618 -11.5894 -15.9869 0.1 -0.2 -1.9
C -13.4387 -11.0471 -14.9538 0.4 -1.0 2.4
O -12.6323 -10.5120 -13.8898 -0.6 0.5 -0.3
H -13.2358 -11.9368 -16.7699 0.2 -0.2 -0.4
H -11.9385 -12.4317 -15.6867 0.0 0.3 0.2
H -11.9724 -10.7749 -16.4081 0.4 -0.1 -0.2
H -13.8894 -11.9057 -14.4560 -0.6 0.2 0.0
H -14.2258 -10.4120 -15.3603 0.1 0.4 0.2
H -12.0328 -9.8694 -14.2761 0.1 0.2 0.0
C -12.4004 -6.0055 -9.0143 -0.1 -0.7 -0.2
C -12.9241 -7.0086 -10.0649 0.0 -0.1 0.7
O -13.3245 -8.3095 -9.5242 0.5 1.9 -0.8
H -11.6756 -6.4663 -8.3432 0.2 0.0 -0.2
H -13.1900 -5.6048 -8.3788 -0.1 0.0 -0.2
H -11.9306 -5.1929 -9.5685 0.1 0.2 0.2
H -12.1786 -7.1321 -10.8506 0.2 -0.5 0.2
H -13.7356 -6.4969 -10.5823 -0.5 -0.3 0.0
H -14.2524 -8.1689 -9.3222 -0.3 -0.5 0.3
C -24.0958 -6.2152 -12.2218 -0.8 -2.2 1.9
C -25.1795 -6.1671 -11.1018 1.4 3.4 0.2
O -26.1357 -7.1228 -11.2322 -1.2 -2.1 -1.2
H -24.5439 -6.3629 -13.2044 0.2 0.4 0.0
H -23.7009 -7.1688 -11.8716 0.8 -0.4 -1.0
H -23.2699 -5.5130 -12.1076 -0.5 0.3 -0.2
H -25.5937 -5.1594 -11.1344 -0.6 0.3 0.0
H -24.6949 -6.1977 -10.1260 0.4 -0.3 0.1
H -26.7297 -7.2395 -10.4872 0.4 0.5 0.2
C -22.4811 -10.3837 -15.7761 0.1 -0.3 -1.6
C -21.8701 -11.7843 -15.6028 1.1 1.6 0.5
O -22.6589 -12.5086 -14.7648 -2.0 -1.7 1.4
H -21.8283 -9.7084 -16.3292 0.1 0.0 0.0
H -22.7960 -9.8414 -14.8845 0.3 -0.5 0.4
H -23.3758 -10.5210 -16.3834 -0.2 0.2 -0.1
H -20.9039 -11.7160 -15.1029 0.6 0.3 -0.4
H -21.7425 -12.4051 -16.4896 0.0 0.6 -0.5
H -23.1506 -11.9127 -14.1950 0.0 -0.1 0.2
C -22.9145 -5.6299 -5.9834 -0.3 -0.2 -0.4
C -24.2431 -5.3499 -5.3156 -0.1 -1.5 -1.4
O -24.1236 -4.2900 -4.4580 0.1 1.3 1.7
H -22.9787 -6.5364 -6.5853 0.0 -0.1 0.0
H -22.1944 -5.8057 -5.1842 0.2 0.1 -0.2
H -22.5874 -4.8465 -6.6670 0.1 0.2 0.3
H -24.5057 -6.2829 -4.8170 -0.2 -0.1 0.4
H -25.0791 -5.1435 -5.9839 0.1 -0.1 -0.6
H -24.6354 -4.5046 -3.6747 0.1 0.3 0.1
C -16.7182 -17.1658 -2.7791 0.9 -0.3 0.7
C -16.1691 -16.8658 -4.1713 -1.0 0.7 0.5
O -16.1180 -17.9676 -5.0288 0.6 -0.9 -0.2
H -16.9295 -16.2190 -2.2822 -0.5 0.0 0.0
H -15.9135 -17.5832 -2.1739 0.3 -0.1 0.0
H -17.4947 -17.9174 -2.6365 -0.5 0.4 -0.6
H -15.1843 -16.4380 -3.9836 0.3 -0.2 -0.5
H -16.7519 -16.0623 -4.6215 -0.1 0.1 -0.1
H -16.8084 -17.9668 -5.6958 0.0 0.3 0.2
C -23.2109 -12.4537 -9.9284 0.2 -0.7 1.4
C -23.5694 -11.0471 -10.2696 -0.6 -0.5 -0.4
O -24.6080 -11.1886 -11.2217 -0.9 0.4 -0.8
H -22.2057 -12.5182 -9.5117 0.2 -0.2 -0.3
H -23.4184 -13.1648 -10.7280 0.5 0.3 -0.2
H -23.8675 -12.7622 -9.1149 -0.1 -0.2 0.1
H -22.7310 -10.5089 -10.7118 0.0 0.3 0.3
H -24.0433 -10.5817 -9.4054 0.8 0.5 0.2
H -25.2817 -10.5368 -11.0147 0.0 0.1 -0.3
C -9.8332 -12.2262 -5.9203 0.0 -0.5 0.6
C -11.0920 -11.7106 -6.5290 0.0 2.0 0.0
O -11.6765 -12.3960 -7.5747 0.1 -1.2 -0.9
H -8.9650 -12.2075 -6.5791 -0.2 -0.5 -0.1
H -10.1040 -13.1953 -5.5013 0.8 -0.5 -0.1
H -9.5857 -11.5964 -5.0658 0.0 0.1 0.1
H -10.8276 -10.7494 -6.9699 -0.5 0.4 0.2
H -11.8406 -11.5898 -5.7460 0.0 0.4 0.3
H -11.8067 -13.3053 -7.2957 -0.2 -0.2 -0.1
```
Positions in Å, forces in eV/Å.

Record 2
The following is a DFT calculation (ωB97M-V with the def2-TZVPD basis set) of a molecular structure, C22H60F6NO24S2Tl.

Properties
Electronic energy, Ha: -4301.81475
Net charge: +2
M, g mol⁻¹: 1105.210
Energy above the lowest of the compared OMol25 structures with the same formula, charge and spin, kcal per mole: 0.0
HOMO level, eV: -13.6
Gap between HOMO and LUMO, eV: 1.4
Strongest force on any atom, eV/Å: 2.3

XYZ file:
```
116
Properties=species:S:1:pos:R:3:forces:R:3
Tl -1.4627 3.2009 2.3860 -0.3 -0.2 -0.6
C -1.6913 -0.4750 -0.7782 -0.2 0.8 0.6
F -2.7535 0.3366 -0.8716 0.2 -0.3 0.0
F -2.0874 -1.7304 -0.8817 -0.2 -0.4 -0.1
F -0.8670 -0.1914 -1.7653 0.2 0.1 -0.4
S -0.9111 -0.2535 0.9163 -1.6 1.0 0.3
O -2.0144 0.1275 1.7496 -0.4 0.1 0.3
O -0.3137 -1.5226 1.1741 0.8 0.2 0.0
N -0.0475 1.1593 0.8381 0.8 -2.1 -0.7
S 1.4308 0.8142 0.3097 1.0 -0.3 -0.2
O 2.4423 0.9592 1.3237 -0.3 0.8 -0.1
O 1.5431 -0.3796 -0.4815 -0.1 0.0 -0.1
C 1.7693 2.1195 -0.9661 -0.5 0.5 0.3
F 3.0846 2.2799 -1.1028 -0.3 0.0 -0.1
F 1.2468 1.7494 -2.1467 0.3 0.5 0.7
F 1.2306 3.3008 -0.5701 0.3 -0.6 -0.5
C 5.2102 0.9548 3.6794 -0.1 -0.5 -0.1
C 5.5643 2.0099 2.6679 -0.2 -0.5 -0.8
O 4.6407 3.0398 2.7460 0.4 0.4 -0.2
O 4.2019 0.0854 3.1812 0.2 0.7 -0.3
H 4.8728 1.4473 4.6086 0.1 -0.1 -0.1
H 6.0679 0.3065 3.8988 -0.1 0.2 0.2
H 5.5506 1.5919 1.6361 0.0 -0.1 0.1
H 6.6267 2.3110 2.7529 -0.1 0.2 0.4
H 4.9278 3.7358 2.1050 -0.1 0.0 0.4
H 3.6663 0.5532 2.4936 0.1 -0.3 0.5
C 1.3327 -4.4375 0.6164 0.1 -0.3 -0.1
C 2.3059 -3.3464 0.9745 0.0 -0.1 -0.3
O 3.6302 -3.8474 0.8288 -0.2 0.1 0.3
O 1.4079 -4.7745 -0.7778 -0.2 -0.1 0.0
H 0.3186 -4.0979 0.8247 0.0 0.1 -0.1
H 1.5258 -5.3430 1.1990 0.0 0.1 0.1
H 2.0592 -3.0279 1.9941 0.3 0.2 -0.1
H 2.1749 -2.5192 0.2651 -0.2 0.1 0.3
H 4.2230 -3.2650 1.3170 0.1 -0.1 -0.1
H 2.1659 -5.3622 -0.8960 -0.1 0.1 0.0
C -4.3183 -1.4469 -3.7938 0.0 -0.1 0.5
C -4.9186 -0.0984 -3.4306 -0.4 0.8 -0.4
O -5.7388 0.4293 -4.4785 0.4 -0.3 0.3
O -5.3356 -2.4319 -3.8116 -0.1 -0.2 -0.1
H -3.6256 -1.7445 -2.9987 0.0 0.1 -0.1
H -3.7625 -1.4061 -4.7302 -0.1 0.1 -0.1
H -4.1433 0.6572 -3.2627 0.1 -0.2 -0.1
H -5.5045 -0.1521 -2.5015 0.1 -0.3 -0.1
H -6.4558 -0.1903 -4.6638 0.0 0.1 0.2
H -5.6006 -2.6339 -4.7145 0.1 0.0 0.0
C -2.1353 -5.4042 -0.4596 1.0 -0.2 -0.5
C -3.4195 -6.1330 -0.7489 -0.7 -1.5 0.0
O -4.5454 -5.3907 -0.4268 -0.3 0.3 0.4
O -1.0556 -6.1974 -0.9006 0.0 0.5 0.2
H -2.0646 -5.2961 0.6370 -0.2 0.2 0.0
H -2.0522 -4.4174 -0.9319 -0.3 0.1 0.2
H -3.4287 -7.0581 -0.1593 -0.1 0.3 0.4
H -3.5172 -6.5890 -1.7494 0.5 0.8 -0.3
H -4.6396 -4.6268 -1.0076 0.0 -0.1 -0.1
H -0.2888 -5.5948 -0.9616 0.2 -0.5 -0.2
C 5.1356 6.2246 0.8506 0.9 -0.9 -0.3
C 3.6670 5.8892 0.9344 0.1 0.5 -0.8
O 3.1212 5.9452 2.2271 -0.1 -0.1 0.1
O 5.9157 5.0544 1.2618 -0.5 0.4 0.2
H 5.4120 7.0965 1.4469 -0.1 -0.1 0.1
H 5.4244 6.4061 -0.1908 -0.3 0.2 0.1
H 3.5105 4.8887 0.5227 0.0 -0.1 0.3
H 3.1677 6.5596 0.2174 -0.2 0.0 0.3
H 3.0073 6.8689 2.4763 0.0 -0.1 0.0
H 6.7987 5.3377 1.5215 -0.1 0.0 0.0
C -1.2454 -2.2052 4.6458 0.5 -1.2 -0.3
C -1.6235 -1.8832 6.0943 0.4 1.2 -0.4
O -0.9210 -2.6390 7.0266 -0.2 -0.6 0.0
O 0.0533 -1.7490 4.3298 0.2 0.6 0.1
H -1.9495 -1.7823 3.9268 -0.1 0.2 0.2
H -1.2373 -3.2960 4.5367 -0.4 0.0 0.0
H -2.6999 -1.9777 6.2131 0.0 -0.3 0.3
H -1.3467 -0.8203 6.2252 -0.2 -0.1 0.0
H -0.0100 -2.7626 6.7305 0.0 0.2 0.1
H 0.6828 -2.4711 4.2606 -0.1 -0.1 0.0
C 4.2170 0.9225 -4.1177 0.7 -0.9 0.6
C 4.5163 2.1490 -5.0014 0.8 -0.3 -0.3
O 3.8502 2.0155 -6.2201 -0.4 0.1 0.3
O 4.9735 -0.1849 -4.5511 -1.2 0.2 0.0
H 3.1409 0.7331 -4.0779 0.1 -0.1 -0.1
H 4.5957 1.0912 -3.0852 -0.2 0.7 -0.2
H 5.5970 2.1591 -5.1929 0.0 0.0 0.3
H 4.2288 3.0521 -4.4714 -0.3 0.1 -0.3
H 4.1405 1.1883 -6.6337 0.0 0.2 -0.1
H 4.3812 -0.9720 -4.4536 0.4 -0.2 -0.2
C -2.7497 3.8415 -1.1744 0.5 -1.0 -0.9
C -4.0001 3.8081 -0.3488 0.0 0.7 1.1
O -3.7908 3.1514 0.9149 -0.1 -0.5 0.1
O -1.6360 4.1829 -0.3529 -0.1 0.3 0.4
H -2.8723 4.5240 -2.0212 -0.1 0.3 0.3
H -2.5243 2.8853 -1.6691 -0.2 -0.1 0.4
H -4.8298 3.3213 -0.8561 0.0 0.1 -0.3
H -4.2402 4.8391 -0.0705 -0.3 0.0 -0.5
H -4.6879 3.0716 1.3146 0.4 0.0 -0.3
H -0.9081 4.4836 -0.9044 0.0 0.0 0.0
C -6.5831 2.2660 2.9845 -0.3 1.0 -0.7
C -6.1625 0.8552 2.7094 0.6 -1.0 -0.4
O -6.0501 0.0493 3.8783 0.3 0.4 -0.2
O -6.5400 2.9904 1.7233 0.1 -0.2 0.3
H -5.8520 2.7757 3.6173 -0.1 -0.2 0.3
H -7.5788 2.4028 3.4014 0.1 -0.3 0.3
H -5.2087 0.9162 2.1767 0.3 0.0 0.2
H -6.7602 0.3058 1.9768 -0.6 0.3 0.3
H -5.1597 0.2030 4.2156 -0.2 -0.2 0.2
H -7.4422 3.1124 1.4187 0.1 0.1 -0.2
C 2.8355 -2.5225 -2.7425 1.1 0.4 0.2
C 1.3455 -2.3184 -2.7529 -1.4 -0.4 -0.6
O 0.7598 -3.2340 -3.6963 0.2 0.0 0.4
O 3.3587 -2.3401 -4.0574 0.2 0.2 -0.1
H 3.1809 -3.4861 -2.3590 -0.5 -0.1 0.0
H 3.3611 -1.7769 -2.1379 -0.4 0.1 0.1
H 1.0548 -1.3283 -3.1028 0.4 0.1 -0.2
H 0.8107 -2.4261 -1.8052 0.7 -0.1 0.3
H 0.7231 -4.0962 -3.2569 0.0 0.1 -0.1
H 3.1209 -3.0792 -4.6298 -0.2 0.1 0.1
```
Positions in Å, forces in eV/Å.

> Which value of gap between HOMO and LUMO does entry 1 give?

8.5 eV